(1)
11
Properties=species:S:1:pos:R:3:forces:R:3 method="wB97M-V/def2-TZVPD" max_force_ha_per_bohr=0.034 e_lumo_ev=0.7 mol_weight_g_mol=108.14
O 0.0847 1.9442 -0.2503 -1.693 0.356 0.075
C 0.6440 0.8783 0.4157 0.939 -0.040 0.763
C 1.0382 -0.2981 -0.4093 -0.273 0.088 0.427
F 2.1611 -0.9994 -0.0873 0.147 -0.040 0.091
C -0.1267 -0.4246 0.5325 0.117 -0.493 0.410
S -1.8253 -0.5193 -0.0212 -0.056 0.184 0.415
H -0.9091 1.9308 -0.1102 1.587 -0.071 -0.243
H 1.3225 1.1389 1.2654 -0.704 -0.246 -0.697
H 0.8791 -0.2398 -1.4696 -0.139 -0.003 -0.301
H 0.0733 -1.0091 1.4470 -0.077 0.370 -0.632
H -1.6213 -1.0049 -1.2388 0.151 -0.105 -0.307

(2)
8
Properties=species:S:1:pos:R:3:forces:R:3 method="wB97M-V/def2-TZVPD" max_force_ha_per_bohr=0.058 e_lumo_ev=-1.6 mol_weight_g_mol=110.09
N 0.3200 1.5716 0.2070 -0.089 0.112 0.634
N -1.2837 0.0494 -0.3864 0.343 0.140 -0.779
O 1.9261 -0.4468 -1.0127 0.557 0.349 0.872
O 0.7461 -1.3523 0.8877 1.642 2.040 0.002
O -0.8483 1.3239 0.2631 -0.397 -0.434 -0.322
S 1.7110 -0.3139 0.4161 -1.290 -2.480 -0.966
H -2.1479 -0.2842 0.0552 0.869 0.072 0.241
H -0.4233 -0.5477 -0.4301 -1.634 0.201 0.319

(3)
10
Properties=species:S:1:pos:R:3:forces:R:3 method="wB97M-V/def2-TZVPD" max_force_ha_per_bohr=0.010 e_lumo_ev=1.1 mol_weight_g_mol=54.09
C -2.0659 -0.0521 -0.0470 -0.087 0.006 0.001
C -0.6021 -0.0193 -0.0168 0.526 0.006 0.013
C 0.6026 0.0102 0.0109 -0.527 -0.007 -0.012
C 2.0661 0.0514 0.0468 0.082 0.002 0.003
H -2.4316 -0.5229 -0.9655 0.081 0.063 0.131
H -2.4801 0.9603 -0.0010 0.073 -0.138 -0.007
H -2.4642 -0.6166 0.8025 0.081 0.077 -0.122
H 2.4309 0.1179 1.0770 -0.070 -0.012 -0.145
H 2.4476 0.9191 -0.5014 -0.074 -0.122 0.076
H 2.4968 -0.8479 -0.4054 -0.085 0.124 0.063

(4)
64
Properties=species:S:1:pos:R:3:forces:R:3 method="wB97M-V/def2-TZVPD" max_force_ha_per_bohr=0.064 total_charge=-1 e_lumo_ev=1.5 mol_weight_g_mol=462.53
C -3.9868 0.8093 -2.8964 0.177 -0.179 -0.032
C -3.4552 1.1305 -1.4936 0.278 -0.325 0.299
C -3.0460 2.6012 -1.4675 0.038 0.032 -0.043
C -4.5756 0.9068 -0.4738 -0.039 -0.184 0.134
C -2.2571 0.2056 -1.1665 0.311 0.386 0.368
C -1.0810 0.6716 -0.6422 -0.473 0.291 0.356
C 0.1190 -0.1180 -0.6411 1.725 0.056 0.722
C 1.3957 0.3936 -0.3074 -3.208 -0.017 -0.060
C 2.5124 0.1476 -1.2116 2.952 -1.141 -0.984
F 3.4638 1.1369 -1.1457 -1.220 -1.090 -0.137
F 3.1508 -1.0704 -1.0109 -0.789 1.385 -0.617
F 2.1145 0.1103 -2.5429 0.221 0.124 1.224
C 0.0152 -1.4747 -1.0862 -0.221 -0.475 -0.871
C -1.1686 -2.0752 -1.3889 0.691 -0.022 0.191
C -1.2331 -3.5781 -1.7238 -0.049 0.270 0.101
C -2.0352 -4.3035 -0.6378 -0.153 0.087 0.123
C 0.1600 -4.2037 -1.7948 0.070 0.034 0.035
C -1.9092 -3.7783 -3.0815 -0.122 0.167 -0.074
C -2.4074 -1.2662 -1.3071 -0.937 -0.607 0.153
O -3.5382 -1.8103 -1.2945 1.316 0.788 -0.384
H -4.3454 -0.2220 -2.9340 0.022 0.128 -0.077
H -4.8141 1.4850 -3.1445 0.118 -0.084 0.017
H -3.1877 0.9373 -3.6367 -0.170 -0.012 0.022
H -2.7378 2.9175 -0.4675 0.002 0.029 -0.089
H -2.2300 2.7945 -2.1716 -0.038 0.024 0.114
H -3.9027 3.2154 -1.7655 0.077 -0.048 0.059
H -4.2364 1.1975 0.5273 -0.115 0.005 -0.101
H -5.4541 1.5035 -0.7481 0.077 -0.040 0.102
H -4.8412 -0.1540 -0.4576 -0.069 0.256 0.040
H -0.9671 1.7012 -0.2869 -0.155 -0.263 -0.366
H 1.5001 1.1558 0.4433 0.005 0.716 -0.566
H 0.9541 -2.0229 -1.1262 -0.308 0.004 0.007
H -3.0537 -3.9045 -0.6117 0.200 -0.209 0.085
H -2.0598 -5.3800 -0.8461 -0.012 0.106 0.046
H -1.5659 -4.1424 0.3407 -0.094 -0.095 -0.111
H 0.7658 -3.7365 -2.5799 -0.011 -0.079 0.142
H 0.6844 -4.1145 -0.8380 0.015 -0.031 -0.136
H 0.0671 -5.2718 -2.0241 -0.022 0.152 0.003
H -1.3528 -3.2399 -3.8573 -0.097 -0.109 0.024
H -1.9279 -4.8441 -3.3358 -0.025 0.109 -0.003
H -2.9324 -3.3972 -3.0480 0.085 -0.073 -0.098
C 1.6789 4.8542 1.7365 -0.053 -0.157 0.069
C 2.4465 3.9189 1.0338 -0.025 -0.053 0.647
C 2.9226 2.7841 1.6994 0.024 0.300 -0.466
C 2.5615 2.5232 3.0262 -0.042 -0.045 0.241
C 2.9452 1.2109 3.6838 0.468 -0.079 -0.185
C 2.6295 -0.0576 2.8460 -0.184 -0.222 -0.639
C 3.3774 -1.3021 3.3050 0.001 -0.473 0.306
O 4.4966 -1.4299 2.4228 0.493 -0.236 0.987
C 4.3640 -0.4848 1.4133 -1.925 0.836 0.340
O 5.3031 -0.2125 0.6885 -0.510 -0.470 0.180
N 3.0764 0.0278 1.4852 1.439 0.097 -0.738
C 1.8347 3.4891 3.7371 -0.050 -0.232 -0.460
C 1.3833 4.6435 3.0915 0.158 -0.047 -0.130
H 1.3108 5.7434 1.2249 0.021 -0.162 0.161
H 2.6758 4.0420 -0.0262 -0.027 0.113 0.318
H 3.5258 2.0497 1.1598 -0.249 0.379 0.297
H 4.0373 1.2020 3.8528 -0.273 0.021 0.047
H 2.4454 1.1073 4.6554 0.139 0.146 -0.019
H 1.5455 -0.2550 2.8647 0.083 0.196 0.149
H 3.7452 -1.2628 4.3389 0.014 0.028 -0.151
H 2.6979 -2.1603 3.2099 0.344 -0.094 -0.086
H 1.6142 3.2882 4.7894 -0.091 0.199 -0.318
H 0.7820 5.3676 3.6434 0.189 -0.112 -0.167

(5)
28
Properties=species:S:1:pos:R:3:forces:R:3 method="wB97M-V/def2-TZVPD" max_force_ha_per_bohr=0.052 e_lumo_ev=0.0 mol_weight_g_mol=601.59
C -0.2850 10.1097 11.7601 0.483 0.328 0.302
Br 0.6455 8.5725 11.0656 -0.330 -0.160 -0.057
Br 1.1207 11.3355 12.3692 -0.627 -0.106 0.141
Br -1.6183 9.6733 13.1004 0.505 0.105 -0.304
H -0.7984 10.6344 10.9678 -0.055 -0.076 -0.182
C 1.6703 5.6572 13.4803 0.842 -0.202 0.710
Br 1.8259 3.7652 13.8357 -0.029 0.172 -0.148
Br 3.3736 6.3728 12.8445 -0.340 0.016 0.553
Br 0.8214 6.5290 14.9840 0.460 0.123 -0.331
H 1.0495 5.8160 12.6489 -0.939 -0.066 -0.802
C -0.1157 11.5104 7.5294 -2.612 -0.241 0.633
O -0.3092 12.3847 8.7165 1.835 0.358 -1.350
H -0.3934 11.9864 6.5807 0.321 0.391 0.345
H 0.8252 11.0319 7.4525 1.290 0.024 0.250
H -0.8552 10.6609 7.6105 0.592 1.019 0.359
H 0.4170 13.0816 8.7342 -1.331 -1.471 -0.185
C -4.0055 12.6759 9.9978 0.840 0.447 -0.234
O -2.6634 12.1488 10.0547 -0.790 -0.008 0.879
H -4.4266 12.2654 9.0937 -0.742 -0.090 -0.155
H -4.5689 12.3937 10.8935 0.222 -0.071 -0.253
H -4.0016 13.7809 9.9042 0.010 -0.540 0.190
H -2.0659 12.7492 9.6086 0.382 -0.063 -0.320
C -2.9056 8.4063 9.3797 -0.852 0.253 -1.008
O -2.9166 9.6361 8.5648 0.179 -2.031 1.244
H -3.2408 7.6144 8.7296 -0.452 -0.235 -0.283
H -1.9246 8.0547 9.6784 0.392 0.588 0.348
H -3.6122 8.4599 10.2363 0.570 0.142 -0.439
H -2.8397 10.2801 9.2604 0.174 1.395 0.098

(6)
97
Properties=species:S:1:pos:R:3:forces:R:3 method="wB97M-V/def2-TZVPD" spin_multiplicity=3 s_squared=2.09 max_force_ha_per_bohr=0.061 total_charge=+4 e_lumo_ev="-12.6 / -14.3" mol_weight_g_mol=986.45
W 0.7327 0.1149 -0.1812 1.660 0.410 2.098
O 2.9877 0.5316 -0.0374 -0.426 -0.184 -0.153
C 3.8632 -0.2349 -0.8876 0.618 -0.530 -0.494
C 3.1327 -1.4442 -1.4296 0.248 0.277 0.183
C 3.8282 -2.4564 -2.0807 -0.257 0.177 0.096
C 3.1341 -3.5524 -2.5693 -0.064 0.262 0.163
C 1.7555 -3.6081 -2.3794 -0.031 0.342 0.159
C 1.1258 -2.5622 -1.7334 -0.235 -0.558 -0.287
N 1.7957 -1.4905 -1.2640 -0.073 0.499 -0.032
H 3.4713 1.3238 0.2643 -0.489 -0.078 0.029
H 4.7409 -0.5651 -0.3147 -0.244 0.119 -0.053
H 4.2213 0.3849 -1.7266 -0.174 -0.075 0.284
H 4.8981 -2.3871 -2.2006 0.138 0.050 0.032
H 3.6589 -4.3479 -3.0781 0.031 -0.078 -0.014
H 1.1913 -4.4624 -2.7143 -0.160 -0.059 -0.043
H 0.0533 -2.5789 -1.5550 0.223 -0.060 -0.025
C -0.7173 3.3213 -2.1307 0.292 -0.162 0.225
C 0.6994 2.8460 -1.8238 -0.070 0.376 -1.190
C 1.0944 1.6462 -2.7258 -0.256 0.647 0.394
C 1.7072 3.9804 -1.9592 -0.184 -0.313 0.294
O 0.7431 2.3197 -0.4624 -0.081 -1.238 0.367
Si 0.3760 3.1168 1.0077 -0.251 0.163 0.051
S 0.4753 1.1443 1.9928 -0.459 -0.427 -0.678
O 1.6703 3.9533 1.3387 -0.083 -0.351 -0.204
C 1.9645 5.0979 2.2304 0.269 0.534 0.337
C 1.3616 6.3381 1.5929 0.101 -0.236 -0.043
C 1.3482 4.8200 3.5913 0.166 -0.142 -0.329
C 3.4822 5.1649 2.2872 -0.316 -0.044 -0.053
O -1.0637 3.7564 1.0361 0.782 -0.166 -0.013
C -2.4548 3.4965 1.4338 -0.568 0.197 0.072
C -2.5588 3.7560 2.9270 0.114 -0.040 -0.268
C -2.7972 2.0599 1.0663 0.157 0.258 0.059
C -3.2947 4.5063 0.6590 0.211 -0.201 0.121
H -0.7627 3.7168 -3.1415 0.017 -0.010 -0.137
H -0.9967 4.1177 -1.4477 -0.102 0.089 0.007
H -1.4304 2.5018 -2.0307 -0.088 -0.014 -0.022
H 2.0477 1.8145 -3.2272 0.097 -0.318 0.189
H 0.3335 1.4678 -3.4841 0.003 -0.264 0.082
H 1.1720 0.7157 -2.0937 0.248 0.060 -0.832
H 1.7306 4.3323 -2.9863 -0.038 0.022 -0.144
H 2.7060 3.6501 -1.6824 0.118 -0.005 0.029
H 1.4241 4.8121 -1.3219 0.009 0.181 0.054
H 0.2984 6.1932 1.4221 -0.198 0.070 0.012
H 1.8483 6.5648 0.6485 0.059 0.033 -0.135
H 1.4917 7.1946 2.2476 0.011 0.076 0.080
H 0.2707 4.7079 3.5029 -0.244 0.092 0.062
H 1.5600 5.6484 4.2612 -0.044 0.032 0.100
H 1.7597 3.9112 4.0241 0.112 -0.104 0.117
H 3.8933 5.3088 1.2912 0.054 0.049 -0.082
H 3.8890 4.2518 2.7140 0.073 -0.104 0.092
H 3.7898 5.9998 2.9087 0.050 0.097 0.071
H -1.9041 3.0903 3.4861 0.067 -0.120 0.130
H -3.5806 3.5938 3.2562 -0.100 -0.049 0.068
H -2.2932 4.7860 3.1486 0.021 0.093 0.045
H -2.2072 1.3577 1.6614 -0.088 -0.065 0.095
H -2.6002 1.8787 0.0091 -0.064 0.022 -0.105
H -3.8497 1.8739 1.2595 -0.083 -0.071 0.024
H -2.9257 5.5133 0.8346 0.026 0.073 0.018
H -4.3211 4.4609 1.0071 -0.165 -0.022 0.011
H -3.2831 4.3043 -0.4084 0.003 -0.033 -0.141
C -1.9549 -2.4790 -6.2026 0.160 -0.528 0.064
Te -1.9066 -1.5592 -4.2437 -0.683 -0.295 -1.942
C -3.4245 -0.3209 -5.1513 -0.347 0.144 0.350
C -3.3909 -0.5061 -6.6260 0.717 -0.704 -0.928
C -4.0959 0.3348 -7.4827 0.095 -0.090 0.042
C -4.0011 0.1586 -8.8548 0.298 -0.380 -0.013
C -3.1864 -0.8508 -9.3815 -0.267 0.311 0.267
C -2.4940 -1.7058 -8.5391 -0.093 0.000 0.235
C -2.6120 -1.5578 -7.1582 -0.566 1.297 0.042
H -2.5845 -3.3693 -6.0644 0.058 -0.056 0.313
H -0.9890 -2.8404 -6.5521 0.192 0.071 0.293
H -3.3327 0.7231 -4.8523 0.175 -0.043 0.192
H -4.3750 -0.6874 -4.7483 0.042 -0.103 0.326
H -4.7113 1.1278 -7.0874 -0.067 0.129 0.066
H -4.5428 0.8169 -9.5175 -0.022 0.024 -0.035
H -3.0930 -0.9579 -10.4505 0.008 -0.037 -0.096
H -1.8700 -2.4836 -8.9538 0.039 -0.093 -0.038
N 1.3218 -3.2050 3.4233 -0.247 -0.027 -0.110
C 1.4837 -2.1797 2.6141 0.836 0.721 0.046
S 0.3739 -2.0054 1.2928 -0.624 0.799 -0.536
N 2.4939 -1.3144 2.7415 -0.841 0.279 -0.488
C 3.6404 -1.4021 3.5636 1.042 -0.053 0.711
C 4.2765 -2.6240 3.8087 -0.310 0.377 -0.257
C 5.4426 -2.6402 4.5506 0.236 0.311 0.216
C 5.9713 -1.4591 5.0658 -0.172 -0.015 -0.201
C 5.3480 -0.2420 4.8013 0.193 -0.300 0.078
C 4.1989 -0.2091 4.0382 -0.459 -0.464 -0.190
H 0.5375 -3.8292 3.2946 0.047 -0.020 0.028
H 1.8343 -3.2743 4.2938 0.143 0.003 -0.041
H 2.3394 -0.3999 2.3062 0.256 -0.761 0.168
H 3.9013 -3.5441 3.3850 -0.025 -0.080 -0.025
H 5.9571 -3.5744 4.7118 0.006 -0.096 0.078
H 6.8795 -1.4833 5.6463 0.073 -0.015 0.085
H 5.7594 0.6758 5.1909 0.066 0.071 0.025
H 3.7180 0.7338 3.8182 -0.121 0.162 0.026
O -1.7638 -0.4447 -1.6519 1.624 0.712 2.594
N -0.8718 -0.2193 -0.8753 -1.804 -0.423 -2.119